# 1
# C2BrF2I

One molecule with the formula C2BrF2I at a distorted geometry (ωB97M-V/def2-TZVPD, the Open Molecules 2025 dataset).

Calculated values
Net charge: 0
Energy relative to the best compared isomer or geometry (same formula, charge and spin), kJ/mol: 0.0
Multiplicity: 1
Structure (SMILES): F/C(Br)=C(/F)I
Frontier orbital gap, eV: 9.0
E_LUMO, eV: -0.377
Strongest force on any atom, eV Å⁻¹: 2.44

Structure (XYZ):
```
6
Properties=species:S:1:pos:R:3:forces:R:3
F -1.609670 -0.679433 -0.750185 1.12 0.01 -0.11
C -0.315181 -0.565032 -0.436387 1.69 1.24 1.26
Br 1.023270 -1.753019 -1.297981 -1.70 0.99 0.89
C 0.147406 0.400464 0.430211 -0.87 -1.03 -1.21
F 1.405085 0.436782 0.865460 0.59 -0.90 -0.61
I -0.650909 2.160239 1.188881 -0.83 -0.30 -0.21
```
Forces are in eV/Å.

***

# 2
# C2CeF5NO4S2

C2CeF5NO4S2 as an isolated structure at a distorted geometry (ωB97M-V/def2-TZVPD, the Open Molecules 2025 dataset).

Calculated values
Net charge: +1
Multiplicity: 2
Frontier orbital gap (spin up / spin down), eV: 4.2 / 4.5
E_LUMO (spin up / spin down), eV: -6.655 / -6.312
Strongest force on any atom, eV Å⁻¹: 5.29

Structure (XYZ):
```
15
Properties=species:S:1:pos:R:3:forces:R:3
Ce 0.515591 3.319852 0.420545 -0.53 -4.02 -0.76
N -0.213587 -0.322471 -0.214176 -0.65 2.71 0.60
S 1.386037 0.011654 -0.693912 -0.15 -4.02 -2.58
O 1.482989 -0.460569 -2.070938 0.12 1.42 1.95
O 1.572324 1.498808 -0.483264 -0.71 3.28 0.94
C 2.733342 -0.773040 0.349929 0.35 -0.61 0.20
F 2.272857 -0.644907 1.639269 0.00 0.28 -0.06
F 2.608600 -2.118643 0.098263 -0.08 0.89 -0.01
S -1.143387 0.871654 0.355636 0.63 -3.55 0.03
O -0.497117 1.435651 1.602231 0.70 2.12 -0.08
O -1.267385 2.054952 -0.577330 0.88 1.68 0.12
C -2.083674 -1.020989 -0.092872 -5.03 -1.29 0.97
F -1.691828 -1.693486 0.999454 3.12 0.37 -0.60
F -3.327059 -1.539675 0.009579 -1.79 0.36 0.84
F -2.347705 -0.618790 -1.342411 3.14 0.37 -1.58
```
Forces are in eV/Å.

***

# 3
# C2Cl2F4N2S

One molecule with the formula C2Cl2F4N2S at a distorted geometry (ωB97M-V/def2-TZVPD, the Open Molecules 2025 dataset).

Calculated values
Net charge: 0
Energy relative to the best compared isomer or geometry (same formula, charge and spin), kJ/mol: 55.5
Multiplicity: 1
Frontier orbital gap, eV: 8.4
E_LUMO, eV: -2.845
Strongest force on any atom, eV Å⁻¹: 5.93

Structure (XYZ):
```
11
Properties=species:S:1:pos:R:3:forces:R:3
C 0.027325 0.732047 -2.375358 -0.11 2.48 -1.09
C 0.163775 -0.840643 2.427096 1.45 -2.88 -0.82
N 0.287448 0.357182 -1.086650 -1.28 -0.89 5.72
N -0.680284 -0.065099 1.667664 0.18 1.78 -2.21
F -0.895960 0.014837 -2.965724 -0.69 -0.64 -0.18
F 1.147785 0.654818 -3.094547 0.06 -0.12 0.09
F 0.554414 -0.358079 3.600533 -1.29 -0.05 -0.20
F 1.315061 -1.079379 1.767031 0.06 -0.19 -0.08
S -0.699099 0.549235 0.232119 0.40 0.26 -2.47
Cl -0.526281 2.597046 -2.721288 0.36 -1.63 0.83
Cl -0.694185 -2.561964 2.549125 0.85 1.88 0.39
```
Forces are in eV/Å.

***

# 4
# C2Cl2F4O

A 2-piece molecular cluster, C2Cl2F4O overall at a distorted geometry (ωB97M-V/def2-TZVPD, the Open Molecules 2025 dataset).

Calculated values
Net charge: 0
Energy relative to the best compared isomer or geometry (same formula, charge and spin), kJ/mol: 0.0
Multiplicity: 1
Frontier orbital gap (spin up / spin down), eV: 8.5 / 8.5
E_LUMO (spin up / spin down), eV: -1.637 / -1.637
Strongest force on any atom, eV Å⁻¹: 5.53

Structure (XYZ):
```
9
Properties=species:S:1:pos:R:3:forces:R:3
C 1.534382 -0.069224 -0.010500 -4.67 -1.15 -2.74
C -1.753486 0.152223 0.200679 2.72 0.25 0.12
O 0.306886 0.377160 -0.424582 -0.87 0.57 0.79
F 1.391030 -1.434785 0.186486 1.17 0.29 -0.20
F 1.967341 0.405468 1.099844 1.25 0.99 1.40
F -2.129688 1.357834 0.537596 0.64 -1.49 -0.20
F -1.631345 -0.688065 1.182452 -0.46 0.87 -0.53
Cl -2.229232 -0.424367 -1.288743 -0.11 0.14 0.22
Cl 2.544116 0.323753 -1.483230 0.32 -0.48 1.14
```
Forces are in eV/Å.

***

# 5
# C2Cl2N2

One molecule with the formula C2Cl2N2 at a distorted geometry (ωB97M-V/def2-TZVPD, the Open Molecules 2025 dataset).

Calculated values
Net charge: 0
Energy relative to the best compared isomer or geometry (same formula, charge and spin), kJ/mol: 88.4
Multiplicity: 1
Structure (SMILES): N#C/C(Cl)=N/Cl
Frontier orbital gap, eV: 10.5
E_LUMO, eV: -0.864
Strongest force on any atom, eV Å⁻¹: 3.72

Structure (XYZ):
```
6
Properties=species:S:1:pos:R:3:forces:R:3
N -2.062581 -0.054240 -0.169627 -0.23 0.02 0.09
C -0.936607 -0.138629 0.024118 -0.66 0.40 0.05
C 0.456057 -0.290065 0.137072 1.67 -3.23 -0.77
Cl 0.883223 -2.153276 -0.020880 -0.42 2.22 0.35
N 1.295643 0.620992 0.100976 -0.27 0.91 0.18
Cl 2.939830 0.372168 -0.014775 -0.10 -0.32 0.10
```
Forces are in eV/Å.

***

# 6
# C2Cl2S

One molecule with the formula C2Cl2S at a distorted geometry (ωB97M-V/def2-TZVPD, the Open Molecules 2025 dataset).

Calculated values
Net charge: 0
Energy relative to the best compared isomer or geometry (same formula, charge and spin), kJ/mol: 119.5
Multiplicity: 1
Structure (SMILES): ClC1=C(Cl)S1
Frontier orbital gap, eV: 7.7
E_LUMO, eV: -0.677
Strongest force on any atom, eV Å⁻¹: 2.63

Structure (XYZ):
```
5
Properties=species:S:1:pos:R:3:forces:R:3
Cl -1.125691 -0.387945 -1.974138 -0.09 0.05 -0.31
C -0.294858 -0.156063 -0.608777 0.47 -0.54 2.53
C 0.312795 0.221583 0.472095 -0.34 -0.26 -1.13
Cl 1.315465 1.531331 0.888054 -0.02 0.02 0.11
S -0.219520 -1.209030 1.347187 -0.03 0.72 -1.20
```
Forces are in eV/Å.

***

# 7
# C2Cl3F2NO2

A 2-piece molecular cluster, C2Cl3F2NO2 overall at a distorted geometry (ωB97M-V/def2-TZVPD, the Open Molecules 2025 dataset).

Calculated values
Net charge: 0
Energy relative to the best compared isomer or geometry (same formula, charge and spin), kJ/mol: 202.4
Multiplicity: 1
Frontier orbital gap (spin up / spin down), eV: 8.6 / 7.4
E_LUMO (spin up / spin down), eV: -0.990 / -2.284
Strongest force on any atom, eV Å⁻¹: 2.01

Structure (XYZ):
```
10
Properties=species:S:1:pos:R:3:forces:R:3
C 1.112720 -0.918193 0.048895 -0.30 -1.76 -0.92
C -1.484606 0.227349 -0.496988 -0.49 -0.43 1.72
N 1.004464 0.425209 0.446116 0.40 0.21 0.33
O 1.568730 1.274039 -0.224543 0.04 0.00 -0.12
O 0.345985 0.610813 1.446589 0.49 0.28 1.01
F -1.649753 1.205163 0.389329 -0.31 -0.23 -0.96
F -1.680392 0.629131 -1.700282 -0.10 0.50 -1.22
Cl 1.951575 -1.392770 -1.337419 0.04 0.62 0.11
Cl 0.436760 -2.197480 0.925705 0.41 0.60 0.31
Cl -2.369512 -1.198265 -0.055441 -0.17 0.22 -0.25
```
Forces are in eV/Å.

***

# 8
# C2Cl3F6MgNO4S2

C2Cl3F6MgNO4S2 as an isolated structure at a distorted geometry (ωB97M-V/def2-TZVPD, the Open Molecules 2025 dataset).

Calculated values
Net charge: -2
Energy relative to the best compared isomer or geometry (same formula, charge and spin), kJ/mol: 0.0
Multiplicity: 1
Frontier orbital gap, eV: 7.8
E_LUMO, eV: 5.188
Strongest force on any atom, eV Å⁻¹: 3.03

Structure (XYZ):
```
19
Properties=species:S:1:pos:R:3:forces:R:3
Mg -8.848641 11.384040 6.533814 -2.22 -0.39 1.26
C -4.934151 11.317400 7.031575 0.16 -0.19 -0.36
F -4.923044 12.634807 7.077153 0.08 0.51 -0.03
F -3.682056 10.889602 6.780174 0.21 0.02 0.03
F -5.298656 10.855378 8.198502 -0.06 -0.23 0.74
S -6.036665 10.626036 5.717123 -0.71 0.99 -0.16
O -5.231800 10.490595 4.557886 0.62 -0.02 -0.70
O -6.616912 9.490360 6.305892 -0.46 -1.17 0.66
N -7.215175 11.755698 5.554098 2.69 0.38 -1.34
S -6.896367 12.917960 4.464817 0.44 0.28 0.35
O -7.884406 13.929211 4.539378 -0.46 0.38 0.34
O -5.510948 13.291815 4.399108 -0.15 -0.09 0.11
C -7.239138 12.162456 2.832304 -0.47 -0.44 -0.35
F -7.734626 13.125487 2.031306 0.09 -0.15 -0.06
F -6.143022 11.686848 2.259639 0.28 -0.05 -0.32
F -8.131778 11.180393 2.915988 0.05 0.20 -0.08
Cl -9.897841 9.720486 5.318068 -0.18 -0.29 -0.26
Cl -10.264338 13.218281 6.702101 -0.13 0.28 -0.04
Cl -8.508584 10.784871 8.767415 0.20 -0.02 0.20
```
Forces are in eV/Å.